Computed, not measured: a 11-piece molecular cluster, C25H71O15PS10 overall, with wB97M-V/def2-TZVPD.

```
122
Properties=species:S:1:pos:R:3:forces:R:3
C -0.45552 1.25267 -2.01220 0.55 -0.02 -0.27
C 0.07908 0.29221 -3.08892 -0.02 0.26 0.45
C 1.58942 0.45993 -3.28043 -0.10 -0.75 0.27
C 2.16844 -0.71155 -4.08679 -0.17 0.59 -0.34
O 3.40587 -1.26648 -3.58076 -0.06 -0.34 0.32
C 3.45080 -2.09697 -2.53610 0.83 -0.09 0.31
O 4.38157 -2.85191 -2.37044 -0.70 0.35 -0.26
O 2.44258 -1.97781 -1.63045 -0.51 0.14 -0.88
P 1.62220 -3.41183 -1.16381 0.21 -0.27 0.33
O 0.31684 -2.63977 -0.61504 0.27 0.20 0.18
O 0.99885 -3.89145 -2.60426 0.35 0.35 -0.34
H 0.13505 2.17312 -2.01778 -0.33 0.05 -0.05
H -1.50788 1.50854 -2.14979 0.05 -0.06 0.15
H -0.30161 0.80149 -1.02139 -0.20 0.09 -0.05
H -0.42575 0.44495 -4.04466 -0.04 -0.03 0.09
H -0.12055 -0.72512 -2.73920 -0.03 -0.18 -0.35
H 1.79651 1.41621 -3.76253 0.07 -0.03 0.09
H 2.06555 0.43984 -2.29645 0.03 0.22 -0.05
H 1.42270 -1.49773 -4.22428 0.15 -0.13 0.24
H 2.44944 -0.36314 -5.08331 0.03 -0.17 0.11
H 0.32095 -1.71186 -0.89488 -0.21 -0.03 -0.11
H 1.69655 -4.24652 -3.17663 -0.13 -0.18 0.11
C 2.04313 -6.59406 3.39489 0.05 -0.05 0.04
S 1.52538 -5.11313 2.51817 -0.01 0.08 0.03
O 1.20276 -5.52641 1.12986 -0.09 -0.15 0.00
C 3.15190 -4.34989 2.45754 0.07 0.02 0.04
H 1.17221 -7.23808 3.49399 -0.02 0.02 -0.01
H 2.81717 -7.10180 2.81968 -0.01 0.02 -0.03
H 2.41222 -6.31978 4.38316 -0.01 0.00 0.01
H 3.84570 -5.01586 1.94517 -0.03 -0.02 -0.02
H 3.49088 -4.14027 3.47225 0.00 0.01 0.00
H 3.05925 -3.42026 1.90016 -0.03 0.00 -0.01
C -0.92020 6.21576 0.30386 -0.25 -0.02 0.13
S -0.29196 4.55816 0.03085 0.26 -0.04 -0.09
O -0.11420 4.44132 -1.44660 0.01 0.08 -0.08
C -1.79299 3.66540 0.43241 -0.07 0.20 0.20
H -0.12945 6.91349 0.03862 0.04 -0.04 0.00
H -1.78966 6.37345 -0.33588 0.03 -0.04 -0.04
H -1.17382 6.33499 1.35518 0.04 0.02 0.02
H -2.60665 3.99741 -0.20710 0.03 -0.02 -0.08
H -2.03864 3.82698 1.48323 0.03 0.00 0.01
H -1.61035 2.60876 0.25575 0.01 0.00 -0.07
C -5.94920 3.75239 -2.00352 0.04 0.04 -0.09
S -5.41863 2.73684 -0.61554 -0.10 0.02 0.16
O -4.09039 2.17327 -0.97175 -0.03 -0.04 -0.21
C -6.62759 1.43820 -0.88817 -0.08 -0.06 -0.02
H -5.29123 4.61801 -2.05039 0.02 -0.01 0.01
H -5.87094 3.17758 -2.92678 0.01 -0.02 0.02
H -6.97618 4.07839 -1.83920 0.00 0.01 0.01
H -6.50074 1.03062 -1.89147 0.04 0.02 0.00
H -7.62945 1.84784 -0.75992 0.00 0.00 0.01
H -6.45066 0.66814 -0.14289 0.00 0.03 0.05
C 2.42214 7.29369 4.50755 0.05 0.05 0.06
S 1.79412 7.23696 2.83383 0.00 0.02 -0.06
O 1.07767 5.94176 2.66176 0.00 0.01 0.11
C 3.39301 7.04296 2.04072 0.07 0.03 -0.03
H 1.56805 7.36677 5.17871 -0.02 0.00 -0.03
H 2.97548 6.37573 4.71055 -0.02 -0.02 -0.03
H 3.07011 8.16477 4.63435 -0.12 -0.13 0.00
H 3.87503 6.14262 2.42094 -0.03 -0.01 0.01
H 4.00295 7.92316 2.24355 0.00 0.00 0.00
H 3.22305 6.94702 0.97029 -0.03 -0.01 0.00
C -2.94017 4.01451 -6.44505 -0.06 -0.01 -0.08
S -2.44701 3.02518 -5.02678 0.04 0.12 0.19
O -1.17926 2.34945 -5.40294 0.01 -0.08 -0.10
C -3.75456 1.80159 -5.18045 -0.04 -0.07 -0.05
H -2.21294 4.81614 -6.55222 0.02 -0.01 0.03
H -2.94278 3.39286 -7.34048 0.02 -0.02 0.02
H -3.92927 4.43643 -6.26538 0.00 0.01 0.01
H -3.70383 1.33366 -6.16382 0.03 0.01 0.00
H -4.72031 2.28578 -5.03375 0.00 0.00 0.01
H -3.59594 1.05652 -4.40304 0.02 0.03 0.04
C -2.66749 -0.57661 2.06330 0.06 0.04 0.07
S -4.28169 -0.26383 1.34505 0.06 -0.16 -0.17
O -4.97452 0.73143 2.21419 -0.04 0.00 0.00
C -4.97520 -1.87817 1.72634 -0.05 -0.02 0.09
H -2.08359 0.33661 1.96371 -0.02 0.02 -0.02
H -2.78237 -0.84049 3.11467 -0.02 -0.03 -0.01
H -2.18331 -1.38648 1.51724 0.00 0.00 -0.01
H -4.93943 -2.05993 2.79932 0.07 -0.03 -0.02
H -4.41097 -2.64263 1.19247 0.01 0.01 -0.01
H -6.00877 -1.88110 1.38353 0.01 0.04 -0.03
C -0.37953 -7.03228 -3.53998 -0.02 -0.01 0.13
S -0.97783 -7.49328 -5.16883 0.02 0.06 0.06
O -1.59802 -8.83966 -5.03181 0.04 -0.03 -0.03
C 0.65738 -7.71876 -5.86792 -0.09 -0.07 -0.17
H -1.23897 -6.86033 -2.89581 -0.02 0.00 -0.02
H 0.22659 -7.84452 -3.13872 -0.02 -0.04 -0.04
H 0.20873 -6.11992 -3.60788 -0.05 0.04 -0.01
H 1.20697 -8.44921 -5.28238 0.03 -0.01 0.03
H 1.18524 -6.76664 -5.86418 0.03 0.00 0.01
H 0.54455 -8.07064 -6.89180 -0.06 0.01 0.00
C 5.03347 -10.06680 -4.33581 0.06 -0.05 -0.02
S 4.29541 -8.52982 -3.77230 0.00 0.02 0.05
O 3.56860 -7.95539 -4.93743 0.06 0.02 0.02
C 5.83226 -7.61455 -3.62002 0.07 0.02 0.01
H 4.22464 -10.76654 -4.53425 -0.03 0.02 0.01
H 5.59830 -9.88302 -5.24945 -0.02 0.03 0.00
H 5.68034 -10.46467 -3.55411 -0.01 -0.01 0.01
H 6.34171 -7.60193 -4.58323 -0.03 -0.01 -0.02
H 6.45616 -8.08083 -2.85767 -0.01 0.00 0.01
H 5.58273 -6.59920 -3.31861 -0.03 0.00 0.00
C 5.45221 7.46272 7.63296 0.04 -0.06 0.03
S 5.04061 9.15949 7.21444 -0.02 0.02 0.01
O 4.57554 9.14542 5.80008 0.11 0.06 0.03
C 6.72788 9.77086 7.19373 0.08 0.00 0.01
H 4.52543 6.89322 7.65047 -0.02 0.02 0.00
H 6.12426 7.05603 6.87760 -0.01 0.03 -0.02
H 5.91698 7.43673 8.61829 -0.01 0.00 0.01
H 7.31013 9.20154 6.46973 -0.03 -0.01 -0.02
H 7.15622 9.68080 8.19175 0.00 0.01 0.01
H 6.69436 10.81799 6.90182 -0.03 0.01 0.00
C -6.04775 -1.73880 6.60123 -0.02 -0.04 0.08
S -4.70786 -1.42243 5.44747 -0.07 0.14 0.03
O -4.10343 -2.73982 5.10720 0.02 -0.02 0.00
C -3.61824 -0.63562 6.63846 0.04 0.00 0.07
H -6.82673 -2.27299 6.06193 0.01 0.00 -0.03
H -5.68088 -2.34977 7.42593 0.02 -0.01 -0.02
H -6.43841 -0.78953 6.96680 -0.01 0.01 -0.02
H -3.42224 -1.32366 7.46078 0.00 -0.03 -0.02
H -4.08446 0.27981 7.00156 0.00 0.01 -0.02
H -2.68926 -0.39461 6.12624 -0.01 0.00 -0.03
```
Positions in Å, forces in eV/Å.

Its total energy is -175424.074 eV. The strongest force on any atom is 1.03 eV/A. For the HOMO energy, the calculation gives -8.0 eV. As for the charge: 0.



Computed, not measured: one molecule with the formula C3H5N3O3S, with wB97M-V/def2-TZVPD.

```
15
Properties=species:S:1:pos:R:3:forces:R:3
C 1.64149 1.86077 -0.03879 2.36 -5.05 2.23
C 1.33927 0.26731 -0.13841 1.28 1.98 0.92
C 0.13575 -0.41480 -0.25581 -0.73 -4.26 1.85
H 2.71735 1.74249 -0.25673 -0.20 1.01 0.46
H 1.21422 2.32433 -0.82366 -1.80 1.78 -2.29
H 1.44123 2.24314 0.98518 0.00 -0.27 -0.95
H -2.58062 -1.93810 0.97885 0.67 1.74 -1.89
H -2.72001 -1.88987 -0.74495 0.65 1.23 0.38
N 2.29087 -0.60616 0.05770 0.31 -1.02 -0.89
N 0.35759 -1.72020 -0.01561 -0.07 0.63 -1.65
N -2.48149 -1.32972 0.08949 0.00 -1.47 2.82
O 1.69051 -1.94974 -0.00107 -1.00 4.25 0.76
O -2.05371 0.64587 -1.23512 1.98 -1.19 4.23
O -1.45722 0.73489 1.32972 -0.65 -1.00 -1.04
S -1.53524 0.02978 0.06922 -2.81 1.66 -4.92
```
Positions in Å, forces in eV/Å.

Its total energy is -24635.407 eV. The strongest force on any atom is 6.00 eV/A. For the HOMO energy, the calculation gives -11.0 eV. As for the energy above the lowest of the compared OMol25 structures with the same formula, charge and spin: 380.01 kJ/mol. As for the SMILES: Cc1nonc1S(N)(=O)=O. As for the charge: 0.



Computed, not measured: a 5-piece molecular cluster, H10O5 overall, with wB97M-V/def2-TZVPD.

```
15
Properties=species:S:1:pos:R:3:forces:R:3
O 18.32505 11.84454 -28.01365 -0.80 1.04 1.67
H 18.37988 11.90434 -28.94578 0.41 -0.07 -1.49
H 18.40952 10.94638 -27.75210 0.10 -1.08 0.05
O 19.42292 12.64311 -30.49780 0.40 1.08 0.50
H 18.73594 13.27398 -30.72621 -0.17 0.41 0.12
H 19.26877 11.88454 -31.02884 -0.22 -1.17 -0.73
O 16.76126 14.09725 -30.06051 0.52 0.59 -0.11
H 16.27460 14.84194 -30.46767 0.02 -1.24 0.21
H 16.35481 13.22972 -30.17239 -0.50 0.60 -0.17
O 18.87782 10.01817 -30.51070 -0.32 0.09 -0.14
H 18.49057 9.33393 -31.03884 -0.95 -0.38 -0.74
H 19.63126 9.53465 -30.21085 1.22 -0.07 0.77
O 21.02887 12.74779 -27.98824 0.76 0.07 0.61
H 21.77517 12.19221 -27.74954 0.13 0.09 0.16
H 20.74125 12.38562 -28.81862 -0.61 0.05 -0.70
```
Positions in Å, forces in eV/Å.

Its total energy is -10399.444 eV. The strongest force on any atom is 2.12 eV/A. For the HOMO energy, the calculation gives -9.9 eV. As for the energy above the lowest of the compared OMol25 structures with the same formula, charge and spin: 135.60 kJ/mol. As for the SMILES: O.O.O.O.O. As for the charge: 0.